Entry from the OMol25 dataset: a structure of composition C25H42AlBBeCl3F4LiO17P3V in a non-equilibrium geometry (ωB97M-V/def2-TZVPD).

Each line ends with the Löwdin charge.
Positions of all 99 atoms, in Å:
V: 0.334 -9.191 2.266  1.06
Cl: -2.189 0.877 5.165  0.57
Cl: -1.709 -1.764 -3.478  0.61
Cl: -1.565 4.188 5.283  0.56
P: 4.609 4.134 -4.752  -0.12
P: 0.904 -0.955 -2.117  1.08
P: -5.984 1.247 3.304  -0.11
Al: -2.517 -1.323 4.693  0.67
F: 0.482 -4.602 4.613  0.08
F: 2.470 -3.612 5.299  0.05
F: 1.041 -4.574 6.857  0.09
F: 0.438 -2.610 5.787  0.00
O: 5.719 4.216 -3.709  -0.19
O: -4.811 0.970 2.363  -0.22
O: 4.478 2.706 -5.283  -0.32
O: -5.888 2.667 3.858  -0.19
O: 3.295 4.553 -4.096  -0.17
O: -7.291 1.097 2.534  -0.12
O: 4.315 -1.876 -2.801  -0.07
O: -4.843 3.747 -5.303  0.07
O: -0.429 -10.529 1.521  -0.64
O: 4.946 5.076 -5.902  -0.09
O: 4.008 0.354 0.204  -0.13
O: 3.373 -3.129 -4.443  0.03
O: -2.966 3.845 -4.051  0.15
O: -5.927 0.254 4.467  -0.23
O: 5.325 -2.208 -4.752  0.01
O: -4.962 4.417 -3.166  0.09
O: 1.098 -7.846 2.985  -0.59
C: 3.139 -0.130 2.793  -0.08
C: 1.193 1.788 3.924  -0.05
C: 3.274 0.242 -1.010  -0.40
C: -4.143 3.990 -4.163  -0.56
C: -2.799 1.057 -2.216  -0.10
C: 2.987 -4.030 0.844  -0.08
C: -7.359 4.430 -2.787  -0.02
C: -6.227 3.768 -4.946  -0.10
C: 1.383 0.432 4.519  -0.06
C: -1.309 0.827 -2.695  -0.29
C: 3.649 1.357 -2.085  -0.03
C: -3.163 3.411 5.040  -0.63
C: -6.235 4.693 -3.761  -0.34
C: -3.287 2.131 5.822  -0.52
C: -0.936 -0.657 -2.240  -0.76
C: 1.923 -4.523 -0.208  -0.40
C: 1.968 2.168 2.753  -0.04
C: 1.157 -2.779 -1.899  -0.29
C: 0.898 -3.322 -0.426  -0.18
C: 1.248 -5.852 0.277  -0.10
C: 3.716 1.558 0.911  -0.17
C: 2.899 1.197 2.210  -0.22
C: 1.713 0.085 -0.795  -0.20
C: 2.355 -0.490 3.969  -0.06
C: 4.250 -2.430 -3.928  -0.84
B: 1.107 -3.863 5.642  -1.21
Be: 5.374 0.180 -3.916  0.96
Li: 5.068 1.097 4.200  0.88
H: -7.276 5.091 -1.922  0.09
H: -2.918 0.890 -1.111  0.08
H: 3.100 2.299 0.347  0.13
H: -8.331 4.589 -3.256  0.09
H: -3.048 2.269 6.876  0.09
H: 4.959 -2.732 -5.492  0.13
H: 3.940 0.872 -3.069  -0.02
H: 3.596 -4.892 1.224  0.09
H: 2.060 -6.562 0.592  0.07
H: -3.159 2.097 -2.483  0.07
H: 0.424 -3.316 -2.563  0.09
H: -6.835 4.136 -5.771  0.14
H: 3.872 -0.852 2.363  0.12
H: -3.921 4.118 5.373  0.09
H: -7.314 3.408 -2.404  0.09
H: -6.536 2.747 -4.702  0.14
H: -1.273 0.822 -3.809  0.10
H: 0.640 -5.657 1.194  0.08
H: -6.242 5.743 -4.071  0.16
H: 1.437 -0.644 -3.408  0.09
H: -1.452 -0.897 -1.276  0.09
H: -0.135 -3.740 -0.300  0.12
H: 2.481 -4.769 -1.152  0.13
H: -3.299 3.246 3.972  0.07
H: 2.171 -3.036 -2.288  0.06
H: 2.855 2.134 -2.180  0.10
H: -3.468 0.305 -2.715  0.07
H: 4.668 2.073 1.214  0.13
H: 2.512 -1.510 4.399  0.10
H: 3.717 -3.288 0.421  0.07
H: 1.859 3.167 2.270  0.12
H: -4.305 1.742 5.752  0.07
H: -0.613 1.563 -2.226  0.10
H: 4.568 1.853 -1.669  0.11
H: 1.436 -0.338 0.199  0.10
H: 0.618 -6.330 -0.517  0.08
H: 0.771 0.140 5.403  0.09
H: 1.228 1.098 -0.854  0.10
H: 2.449 -3.545 1.694  0.08
H: 3.604 -0.718 -1.484  0.09
H: 1.087 -2.484 0.295  0.08
H: 0.451 2.538 4.305  0.05

Computed properties:
- HOMO-LUMO gap: 1.16 eV
- E: -6294.144629 Ha
- ΔE to the lowest compared entry with this formula, charge and spin: 0.0 kcal/mol
- Lowest unoccupied orbital energy: -5.4147 eV

---

Entry from the OMol25 dataset: a structure of composition C25H42AuCl3N4O3Si in a non-equilibrium geometry (ωB97M-V/def2-TZVPD).

Each line ends with the Löwdin charge.
Positions of all 79 atoms, in Å:
Au: 0.000 0.000 0.000  0.84
Cl: -0.650 3.432 -7.273  0.26
Cl: -2.245 0.142 0.555  0.12
Cl: -0.274 1.217 -1.958  0.06
Si: -0.396 4.844 -5.736  0.12
O: 2.103 -0.096 -0.267  -0.14
O: -0.018 -1.701 -0.789  -0.39
O: 0.384 1.798 1.011  -0.19
N: -0.107 3.987 1.360  -0.17
N: 1.886 -2.458 2.152  0.06
N: 0.121 -0.721 2.015  0.01
N: 2.788 -1.752 -1.686  -0.15
C: -1.075 -3.694 0.048  -0.18
C: -0.978 5.109 1.086  -0.04
C: -0.548 -4.306 -2.718  -0.12
C: 1.418 4.861 -5.295  -0.22
C: 0.118 -5.163 1.553  -0.10
C: -1.071 -5.784 1.912  -0.10
C: 2.605 -1.211 -0.490  -0.32
C: 3.252 -3.115 -1.826  -0.03
C: -2.264 -5.349 1.349  -0.09
C: -0.647 0.070 2.874  -0.19
C: -2.262 -4.315 0.425  -0.02
C: -0.331 2.793 0.806  -0.34
C: -0.957 6.495 -6.405  -0.22
C: -0.801 -0.140 4.242  -0.06
C: -1.449 -2.060 -3.407  -0.05
C: 1.021 4.212 2.241  -0.02
C: -1.082 -2.589 -0.982  -0.39
C: -0.147 -1.173 4.850  -0.08
C: 0.690 -1.945 4.087  -0.03
C: 0.849 -1.710 2.702  -0.28
C: 2.298 -1.107 -2.892  -0.02
C: 0.111 -4.123 0.634  -0.07
C: -1.006 -3.089 -2.419  -0.23
C: -1.450 4.291 -4.298  -0.21
C: -0.374 -4.911 -4.070  -0.09
H: -1.362 4.989 -3.465  0.03
H: -1.174 -2.295 -4.431  0.07
H: 3.110 -1.019 -3.612  0.09
H: -3.193 -3.981 -0.016  0.12
H: -3.198 -5.820 1.630  0.10
H: 0.676 4.519 3.228  0.09
H: -2.002 6.465 -6.707  0.03
H: 1.498 -1.708 -3.316  0.09
H: -2.036 -2.060 -0.878  0.09
H: -1.069 -6.596 2.628  0.10
H: 2.968 -1.836 0.338  0.11
H: -1.013 -5.789 -4.189  0.07
H: -2.501 4.235 -4.576  0.03
H: 0.652 -5.262 -4.216  0.07
H: -0.369 6.790 -7.272  0.03
H: 2.430 -3.749 -2.161  0.09
H: -1.039 -1.085 -3.148  0.02
H: 4.060 -3.167 -2.554  0.09
H: -1.197 2.741 0.147  0.08
H: 1.614 5.578 -4.497  0.03
H: -0.246 -1.344 5.915  0.11
H: 2.030 5.139 -6.151  0.03
H: 2.051 -3.410 2.512  0.10
H: -1.148 3.308 -3.941  -0.01
H: 1.053 -5.492 1.989  0.09
H: -0.850 7.273 -5.648  0.03
H: 1.662 4.996 1.838  0.10
H: -2.536 -1.950 -3.373  0.09
H: 1.898 -0.132 -2.644  0.03
H: -1.186 0.936 2.548  0.03
H: 1.025 -3.616 0.364  0.08
H: 3.616 -3.487 -0.872  0.09
H: -1.428 5.480 2.008  0.09
H: -0.606 -4.226 -4.880  0.06
H: -0.419 5.923 0.623  0.09
H: 2.796 -2.002 2.317  0.12
H: 1.751 3.883 -4.953  0.03
H: -1.770 4.804 0.411  0.09
H: -1.430 0.519 4.828  0.11
H: 1.586 3.292 2.325  0.09
H: -0.282 -4.960 -1.894  0.10
H: 1.268 -2.714 4.588  0.11

Computed properties:
- HOMO-LUMO gap (alpha / beta): 6.93 / 7.70 eV
- E: -3228.271628 Ha
- Spin multiplicity: 3
- ΔE to the lowest compared entry with this formula, charge and spin: 0.0 kcal/mol
- Lowest unoccupied orbital energy (alpha / beta): 0.3462 / -0.3158 eV

---

Entry from the OMol25 dataset: a structure of composition C25H42BMnO29 in a non-equilibrium geometry (ωB97M-V/def2-TZVPD).

Each line ends with the Löwdin charge.
Positions of all 98 atoms, in Å:
Mn: -8.556 9.619 -4.042  0.99
O: -4.322 9.792 -5.113  0.00
O: -6.755 11.433 -1.071  0.04
O: -10.047 12.024 -6.946  0.01
O: -7.935 6.056 0.345  0.26
O: -8.942 8.149 -0.069  0.26
O: -8.356 12.911 -1.233  0.03
O: -9.110 5.607 -4.593  0.02
O: -9.592 7.340 4.261  0.19
O: -10.274 6.460 0.982  0.21
O: -8.126 7.578 -4.630  0.08
O: -7.773 10.259 -5.977  0.07
O: -6.699 5.991 -1.545  0.15
O: -7.268 10.434 -8.153  0.02
O: -12.033 10.052 -1.792  0.01
O: -10.312 7.092 -7.011  0.00
O: -11.872 7.858 -1.765  0.03
O: -12.092 8.398 -6.957  0.01
O: -8.246 11.171 -2.656  0.06
O: -11.775 6.136 2.624  0.16
O: -6.097 9.737 -3.786  0.10
O: -10.466 9.086 -3.005  0.07
O: -6.236 11.684 -6.645  0.04
O: -9.893 11.549 -4.788  0.09
O: -10.273 8.863 -5.699  0.11
O: -4.063 9.166 -3.011  0.01
O: -7.143 5.797 -5.563  0.03
O: -11.683 12.630 -5.612  -0.01
O: -8.016 8.519 -2.066  0.08
O: -8.578 7.409 2.256  0.24
C: -5.247 11.963 -7.625  -0.02
C: -12.314 12.599 -4.341  -0.01
C: -7.817 11.800 -1.716  -0.57
C: -4.915 9.566 -3.938  -0.58
C: -8.128 6.411 -4.929  -0.58
C: -8.252 9.451 -8.478  0.00
C: -10.503 12.016 -5.709  -0.59
C: -7.490 6.505 -0.810  -0.39
C: -5.973 6.530 -5.819  -0.01
C: -11.402 8.986 -2.248  -0.58
C: -10.690 12.776 -7.978  -0.01
C: -13.139 9.914 -0.889  0.00
C: -10.718 6.518 2.227  -0.39
C: -12.899 9.318 -6.205  0.02
C: -9.181 4.282 -5.156  0.01
C: -9.463 13.460 -1.930  -0.01
C: -6.149 12.271 -0.098  0.00
C: -11.348 6.658 -2.317  0.01
C: -9.594 7.157 3.093  -0.37
C: -4.583 8.816 -1.721  0.01
C: -10.866 8.191 -6.496  -0.59
C: -8.152 7.874 -1.064  -0.38
C: -10.969 6.394 -8.071  -0.02
C: -2.934 9.452 -5.274  -0.02
C: -7.137 10.748 -6.874  -0.58
B: -8.900 7.023 0.914  -0.88
H: -4.688 11.060 -7.875  0.10
H: -10.145 3.885 -4.859  0.10
H: -12.950 9.166 -0.124  0.10
H: -9.242 13.537 -2.996  0.10
H: -11.463 6.600 -3.405  0.10
H: -10.546 13.843 -7.816  0.11
H: -10.266 5.654 -8.436  0.10
H: -14.026 9.607 -1.448  0.10
H: -2.705 8.440 -4.933  0.10
H: -11.883 5.916 -7.726  0.10
H: -9.041 4.306 -6.232  0.10
H: -12.053 11.690 -3.792  0.08
H: -8.269 8.672 -7.716  0.09
H: -10.362 12.856 -1.801  0.10
H: -2.307 10.136 -4.709  0.10
H: -5.140 5.865 -6.037  0.11
H: -11.728 12.476 -8.082  0.10
H: -5.892 13.246 -0.517  0.11
H: -12.741 9.190 -5.136  0.10
H: -5.695 12.305 -8.561  0.10
H: -8.410 3.668 -4.690  0.11
H: -12.051 13.473 -3.756  0.10
H: -5.207 11.800 0.174  0.10
H: -4.590 12.737 -7.251  0.10
H: -6.762 12.376 0.793  0.11
H: -2.762 9.473 -6.346  0.09
H: -11.930 5.840 -1.907  0.11
H: -8.016 9.041 -9.452  0.11
H: -4.638 7.733 -1.628  0.10
H: -13.931 9.145 -6.486  0.11
H: -9.652 14.452 -1.533  0.10
H: -5.561 9.257 -1.554  0.07
H: -10.286 6.571 -2.100  0.09
H: -3.882 9.186 -0.975  0.10
H: -13.304 10.883 -0.436  0.10
H: -10.150 12.549 -8.897  0.10
H: -13.383 12.529 -4.532  0.11
H: -5.668 7.151 -4.976  0.09
H: -9.233 9.929 -8.489  0.10
H: -6.067 7.173 -6.702  0.10
H: -12.644 10.341 -6.482  0.09
H: -11.235 7.071 -8.883  0.10

Computed properties:
- HOMO-LUMO gap: 8.94 eV
- E: -4335.798807 Ha
- Spin multiplicity: 6
- ΔE to the lowest compared entry with this formula, charge and spin: 9.2 kcal/mol
- Lowest unoccupied orbital energy: -1.9244 eV
- Total charge: +1

---

- Which of these has the lowest E?
  C25H42AlBBeCl3F4LiO17P3V

---

- Which value of E does entry 2 give?
  -3228.271628 Ha

---

- Which formula does entry 2 have?
  C25H42AuCl3N4O3Si

---

- Among the records above, which one has the highest E?
  C25H42AuCl3N4O3Si